{
  "formula": "C27H56NO8PS",
  "method": "ωB97M-V/def2-TZVPD",
  "symbols": ["C", "C", "C", "N", "C", "O", "S", "O", "O", "O", "C", "C", "C", "C", "C", "C", "C", "C", "C", "C", "C", "C", "C", "O", "C", "P", "C", "O", "H", "H", "H", "H", "H", "H", "H", "H", "H", "H", "H", "H", "H", "H", "H", "H", "H", "H", "H", "H", "H", "H", "H", "H", "H", "H", "H", "H", "H", "H", "H", "H", "H", "H", "H", "H", "H", "H", "H", "H", "C", "C", "C", "O", "C", "H", "H", "H", "H", "H", "H", "H", "H", "C", "C", "C", "O", "C", "H", "H", "H", "H", "H", "H", "H", "H"],
  "positions_angstrom": [[5.270936, 4.001011, -2.220271], [5.639727, 3.045260, -3.353919], [5.803936, 1.577280, -2.957807], [4.781531, 1.074750, -2.028670], [3.491027, 1.035239, -2.535643], [3.269988, 0.010703, -3.627050], [1.759278, 0.168752, -4.042251], [1.213047, -1.123962, -4.263933], [1.601055, 1.190986, -5.016858], [1.245374, 0.773090, -2.648464], [2.299605, 0.713185, -1.631812], [2.360897, -0.707311, -1.009576], [1.061866, -1.520419, -1.002463], [-0.130878, -0.894470, -0.288018], [-1.340269, -1.827352, -0.248794], [-2.000708, -2.022550, -1.622241], [-3.013094, -0.914131, -1.960878], [-4.471528, -1.361052, -1.867431], [-5.430856, -0.393673, -2.554239], [-6.905704, -0.818937, -2.431037], [-7.711355, -0.014274, -1.391670], [-8.727427, 0.930457, -2.038990], [-9.215421, 2.032522, -1.110037], [-9.391537, 1.506736, 0.192189], [-9.859709, 2.451402, 1.132746], [1.880431, 1.863754, -0.230879], [3.499635, 1.928828, 0.619977], [1.836577, 3.296101, -1.068063], [4.594413, 3.535351, -1.505103], [6.155900, 4.331174, -1.673316], [4.768269, 4.887163, -2.607318], [6.601581, 3.344908, -3.777307], [4.923960, 3.134366, -4.174428], [5.828396, 0.975091, -3.873040], [6.765981, 1.433144, -2.462992], [5.079353, 0.199140, -1.615766], [3.270010, 1.979716, -3.040221], [2.717037, -0.625633, 0.022387], [3.111482, -1.290330, -1.549655], [0.800206, -1.799985, -2.019318], [1.302688, -2.459395, -0.489529], [0.164774, -0.610510, 0.725650], [-0.425308, 0.031299, -0.790803], [-2.087834, -1.372534, 0.411962], [-1.074262, -2.786223, 0.206630], [-2.496210, -2.996059, -1.646004], [-1.231042, -2.047547, -2.396036], [-2.846092, -0.049106, -1.310571], [-2.840168, -0.564365, -2.983302], [-4.766019, -1.474317, -0.817672], [-4.563865, -2.340519, -2.347221], [-5.147590, -0.310356, -3.607111], [-5.306653, 0.605092, -2.122018], [-7.388121, -0.720488, -3.407057], [-6.948709, -1.880479, -2.174516], [-8.237943, -0.683297, -0.712044], [-7.030383, 0.572933, -0.767751], [-9.591486, 0.347483, -2.370312], [-8.284069, 1.391527, -2.925798], [-10.172894, 2.431248, -1.470752], [-8.497509, 2.864755, -1.087052], [-9.974945, 3.443266, 0.687348], [-9.151628, 2.527157, 1.961253], [-10.827307, 2.133379, 1.528224], [4.217848, 2.600659, 0.153286], [3.951237, 0.938309, 0.628012], [3.331230, 2.220380, 1.656147], [1.207787, 3.886323, -0.653384], [5.297797, -1.659880, 4.175945], [5.715448, -2.507910, 2.977987], [5.213877, -1.652068, 1.822370], [5.310676, -0.292681, 2.256726], [5.552276, -0.248430, 3.664388], [5.849323, -1.878943, 5.089466], [4.232667, -1.804474, 4.375367], [6.801940, -2.610549, 2.940941], [5.275156, -3.503655, 2.976071], [4.166565, -1.884381, 1.597189], [5.800510, -1.770755, 0.909316], [6.585667, 0.064284, 3.846580], [4.884892, 0.494489, 4.104825], [0.110799, -0.936382, 4.858713], [0.810808, -1.585648, 6.051250], [1.255620, -2.916282, 5.456439], [1.509695, -2.667702, 4.073151], [0.996240, -1.386799, 3.704587], [0.036063, 0.147742, 4.930506], [-0.896391, -1.342239, 4.745181], [1.678548, -0.992159, 6.348197], [0.168664, -1.709955, 6.921960], [0.468546, -3.672350, 5.545470], [2.164236, -3.310254, 5.914587], [1.833054, -0.692885, 3.554341], [0.458785, -1.484779, 2.761024]],
  "forces_ev_per_a": [[0.023, -0.017, 0.068], [0.028, 0.057, -0.036], [0.165, -0.101, -0.012], [0.082, -0.474, -0.261], [-0.254, 0.772, 0.009], [0.073, 0.100, -0.095], [-0.041, 0.067, 0.073], [-0.030, -0.002, -0.052], [-0.015, -0.030, -0.059], [-0.106, -0.223, 0.219], [0.141, -0.672, -0.038], [0.150, 0.059, -0.031], [0.058, -0.129, 0.186], [0.015, 0.000, -0.178], [-0.231, 0.175, 0.096], [0.110, 0.093, 0.177], [0.009, -0.111, -0.235], [0.089, 0.209, 0.020], [-0.107, -0.019, 0.022], [-0.021, 0.089, 0.063], [0.091, 0.041, -0.065], [-0.095, -0.097, 0.195], [-0.044, 0.003, -0.027], [-0.029, -0.025, -0.011], [0.001, 0.003, 0.003], [-0.316, 0.313, -0.123], [0.099, -0.135, -0.089], [0.424, -0.149, 0.031], [-0.012, 0.068, -0.147], [-0.009, -0.050, 0.035], [0.069, 0.024, -0.013], [-0.066, 0.022, -0.116], [-0.094, -0.063, 0.085], [0.031, -0.012, 0.016], [-0.044, 0.051, 0.088], [-0.120, 0.032, 0.107], [0.125, 0.107, 0.199], [0.001, 0.058, -0.012], [0.017, -0.004, 0.031], [-0.010, 0.083, -0.069], [0.000, 0.003, -0.029], [-0.035, 0.012, 0.011], [0.030, 0.018, 0.028], [0.001, -0.135, 0.068], [0.118, 0.004, -0.084], [-0.043, 0.029, -0.059], [-0.002, -0.100, 0.014], [-0.007, 0.026, -0.042], [0.015, 0.021, 0.024], [0.009, -0.130, -0.016], [-0.066, -0.025, 0.076], [0.041, -0.023, 0.017], [0.023, 0.018, -0.067], [-0.052, -0.056, 0.030], [0.044, -0.014, -0.080], [-0.009, 0.053, 0.035], [0.031, -0.053, 0.008], [0.071, -0.026, -0.099], [-0.066, 0.054, -0.003], [0.065, 0.079, -0.058], [0.048, -0.056, 0.066], [-0.007, -0.006, 0.010], [0.002, -0.007, -0.009], [-0.003, 0.014, -0.016], [-0.156, 0.004, 0.014], [0.041, 0.054, 0.204], [-0.005, 0.039, -0.002], [-0.257, 0.159, -0.052], [-0.108, 0.007, 0.107], [0.020, 0.005, -0.013], [-0.019, -0.034, 0.017], [0.043, -0.032, -0.085], [-0.062, -0.026, 0.019], [0.029, -0.019, -0.026], [-0.001, -0.006, -0.014], [0.001, 0.021, -0.020], [-0.012, 0.006, 0.015], [-0.001, -0.007, 0.000], [0.008, 0.008, 0.006], [0.008, -0.009, -0.023], [0.014, 0.005, 0.009], [-0.021, -0.010, 0.000], [0.024, 0.010, -0.001], [-0.025, 0.022, 0.021], [0.100, -0.018, -0.041], [0.015, 0.025, -0.004], [0.008, -0.002, 0.008], [0.002, -0.002, -0.008], [0.004, -0.006, -0.002], [-0.008, 0.002, -0.008], [-0.001, 0.003, 0.007], [0.002, -0.002, -0.009], [-0.005, 0.006, -0.007], [-0.003, -0.016, 0.006]],
  "e_tot_ha": -2458.5378,
  "smiles": "CCCN[C@H]1OS(=O)(=O)O[C@]1(CCCCCCCCCCCCOC)P(C)O.C1CCOC1.C1CCOC1",
  "gap_ha": 0.350,
  "lumo_ev": 0.58,
  "homo_energy_ha": -0.329
}